# 1
The following is a quantum chemistry calculation of C21H28I2N2O2P as an isolated structure, from the Open Molecules 2025 dataset.

Positions of all 56 atoms, in Å:
H -0.40 -1.75 -2.37
O -0.36 -0.94 0.08
C -2.41 -1.28 -2.96
C -3.58 1.48 1.16
C 0.83 -0.46 -0.56
H 0.57 3.99 2.33
C -0.07 2.88 -0.80
H -4.33 -1.63 1.00
I 4.73 2.43 3.58
C -3.61 -0.75 -2.54
H 1.74 -3.14 1.15
H -3.53 -1.48 2.59
C -1.36 -1.34 -2.07
C -2.70 -0.39 -0.34
H -1.08 2.93 -1.20
C 1.79 0.22 0.41
C 3.08 -0.33 0.56
C 4.41 -1.09 -1.27
C -3.98 -0.93 1.75
C 1.45 1.34 1.14
H 3.04 -4.07 1.88
C 2.74 -3.06 1.58
P -0.22 2.09 0.89
H -1.84 -2.84 -4.27
C -1.47 -0.88 -0.77
C -2.95 0.07 1.09
H 0.60 2.32 -1.46
H -1.32 -1.26 -4.84
C -0.39 3.55 2.01
O 4.76 -3.26 0.33
N 3.38 -1.46 -0.26
H 5.43 -1.33 -0.97
H -2.99 2.24 0.64
H -4.85 -0.37 2.10
H -4.60 1.51 0.77
H 0.38 3.87 -0.68
H -4.69 0.06 -0.89
H 0.58 0.24 -1.36
I 5.94 -0.41 1.75
C 3.56 1.38 2.17
H -0.88 4.33 1.42
N 2.33 1.87 1.99
H -2.05 0.02 1.69
C 3.75 -2.61 0.51
H 1.30 -1.33 -1.02
H 4.13 -1.51 -2.24
H 2.79 -2.44 2.47
H 4.37 0.00 -1.40
H -1.03 3.35 2.87
H -4.44 -0.67 -3.24
C -2.15 -1.79 -4.36
C -3.74 -0.33 -1.24
C 3.97 0.29 1.47
H 2.03 2.71 2.49
H -3.05 -1.78 -4.98
H -3.64 1.76 2.22

Summary:
**Total energy**: -2013.47183 hartree
**LUMO energy**: -4.22 eV
**ΔE to the lowest compared entry with this formula, charge and spin**: 75.4 kJ/mol
**Total charge**: +1

=====

# 2
The following is a quantum chemistry calculation of one molecule with the formula C5H11NOS, from the Open Molecules 2025 dataset.

Positions of all 19 atoms, in Å:
C -0.37 0.64 0.77
O -0.01 -2.39 0.69
N 2.03 1.44 0.70
H -1.13 1.33 1.11
S -1.94 0.36 -1.56
H 0.44 2.13 -0.59
H 0.03 0.09 1.61
H 2.82 1.61 0.00
C -0.67 -0.29 -0.41
H 1.41 -0.74 -0.58
H 1.99 2.26 1.29
H -2.94 0.29 -0.77
C 0.79 1.24 -0.04
C 0.74 0.01 -0.95
H -1.00 -2.36 -1.04
C -1.00 -1.78 -0.11
H -0.07 -2.07 1.58
H -2.00 -1.81 0.34
H 0.89 0.08 -2.03

Summary:
**SMILES**: N[C@H]1C[C@@](S)(CO)C1
**Total energy**: -725.25837 hartree
**LUMO energy**: 0.80 eV
**ΔE to the lowest compared entry with this formula, charge and spin**: 174.6 kJ/mol
**Total charge**: 0

=====

# 3
The following is a quantum chemistry calculation of a 3-piece molecular cluster, ClN2O6 overall, from the Open Molecules 2025 dataset.

Positions of all 9 atoms, in Å:
O -12.31 -27.05 -0.63
Cl -17.12 -21.85 -5.54
O -14.71 -21.99 -3.76
N -12.93 -26.80 -1.69
O -13.17 -27.81 -2.30
O -13.23 -22.68 -2.38
O -13.06 -25.71 -2.02
N -14.06 -22.86 -3.31
O -14.09 -23.93 -3.94

Summary:
**Total energy**: -1020.85505 hartree
**Multiplicity**: 2
**⟨S²⟩**: 0.756
**LUMO energy (spin up / spin down)**: 6.55 / 2.63 eV
**Total charge**: -2

=====

# 4
The following is a quantum chemistry calculation of an isolated ion of composition C7H13N4 and charge +1, from the Open Molecules 2025 dataset.

Positions of all 24 atoms, in Å:
H -3.04 0.93 -0.44
C 0.46 -0.16 1.13
H -1.28 -1.95 1.23
N 3.30 0.50 -0.77
H -2.50 0.25 -1.96
H 2.39 2.85 0.44
H 0.95 -2.95 0.84
N 2.06 0.22 -0.19
C -2.20 0.95 -1.18
H -2.54 -0.61 1.67
C 1.45 -0.98 0.33
H 2.32 -2.67 -0.38
H 3.87 -0.32 -0.81
C 1.28 1.10 0.53
H 3.21 0.72 -1.78
C -1.89 -1.06 0.85
N -0.82 -0.16 0.47
C 1.67 -2.30 0.42
H -2.35 -1.22 -0.15
N 1.49 2.40 0.55
H 0.79 3.03 0.98
H 0.42 -0.40 2.27
H -2.16 2.00 -1.60
C -0.90 0.66 -0.57

Summary:
**Total energy**: -493.12582 hartree
**LUMO energy (spin up / spin down)**: -3.25 / -3.25 eV
**ΔE to the lowest compared entry with this formula, charge and spin**: 584.3 kJ/mol
**Total charge**: +1

=====

| no. | maximum force (eV/A) |
| --- | --- |
| 1 | 2.27 |
| 2 | 2.21 |
| 3 | 6.83 |
| 4 | 3.54 |